## w
C22H19B3F9HgNO28PS | ωB97M-V/def2-TZVPD

Properties
Lowest unoccupied orbital energy, eV: 4.75
Charge: -3
Frontier orbital gap, eV: 7.63

```
85
Properties=species:S:1:pos:R:3:lowdin_charge:R:1
Hg 15.862 6.994 -4.472 1.325
S 14.899 10.232 -3.042 0.492
P 17.085 4.294 -5.699 0.180
F 17.181 4.233 -7.278 -0.119
F 17.261 5.946 -5.888 -0.236
F 13.863 9.693 -0.620 0.084
F 13.195 8.342 -2.256 0.069
F 12.386 10.502 -2.020 0.095
F 16.630 2.740 -5.563 -0.140
F 15.534 4.630 -5.995 -0.192
F 16.826 4.681 -4.162 -0.174
F 18.592 4.089 -5.232 -0.092
O 15.535 9.043 -3.528 -0.381
O 22.882 3.577 -0.493 0.086
O 19.390 9.075 -1.628 0.127
O 19.697 5.833 -2.904 0.230
O 22.467 12.129 -8.490 0.095
O 16.638 3.485 3.299 0.094
O 23.914 4.284 -3.205 0.083
O 16.228 7.325 1.023 0.240
O 14.443 5.889 1.892 0.253
O 16.989 8.654 -6.001 0.070
O 18.191 10.113 -3.789 0.168
O 19.533 10.978 -5.298 0.243
O 18.475 10.053 -7.166 0.246
O 16.676 8.853 -0.669 0.127
O 20.901 10.786 -7.380 0.192
O 14.254 10.937 -4.095 -0.322
O 22.250 5.835 -3.108 0.243
O 19.255 12.369 -7.229 0.215
O 17.984 7.313 -3.426 0.021
O 13.565 7.769 -5.189 -0.056
O 21.012 7.372 -1.647 0.200
O 15.314 5.602 -0.261 0.271
O 15.542 6.630 -2.314 -0.029
O 16.592 4.984 1.584 0.256
O 21.290 4.986 -1.143 0.255
O 20.717 14.199 -7.640 0.071
O 15.799 11.122 -2.223 -0.316
O 14.004 4.817 3.804 0.136
N 13.604 6.510 -5.837 -0.105
C 15.750 6.568 -1.068 -0.236
C 16.297 7.729 -0.235 -0.306
C 14.679 7.171 -7.845 -0.062
C 12.614 4.106 -5.863 -0.149
C 21.458 11.911 -7.829 -0.391
C 13.404 5.098 -3.767 -0.016
C 23.001 4.900 -2.628 -0.388
C 20.425 12.984 -7.525 -0.326
C 22.432 4.421 -1.282 -0.396
C 13.447 9.658 -1.931 -0.534
C 13.447 6.664 -7.258 -0.529
C 11.327 6.016 -4.925 -0.047
C 12.733 5.526 -5.100 -0.432
C 12.332 7.620 -7.779 -0.023
C 19.854 7.976 -1.972 -0.304
C 18.591 10.169 -4.912 -0.400
C 14.731 5.082 2.893 -0.421
C 17.858 9.514 -6.098 -0.271
C 19.055 6.947 -2.866 -0.312
C 13.287 5.235 -7.933 -0.098
C 12.201 4.316 -7.280 -0.199
C 16.068 4.408 2.684 -0.310
B 15.677 5.955 1.085 -0.971
B 19.503 10.997 -6.786 -0.839
B 21.069 5.986 -2.195 -0.733
H 10.794 5.143 -4.548 0.088
H 12.472 7.759 -8.851 0.087
H 14.681 8.213 -7.527 0.095
H 12.689 8.131 -5.340 0.088
H 11.822 3.531 -5.383 0.105
H 14.491 5.023 -3.787 0.044
H 14.641 7.164 -8.935 0.095
H 10.583 6.157 -5.709 0.071
H 15.583 6.625 -7.573 0.081
H 12.973 5.456 -8.954 0.105
H 11.300 7.454 -7.468 0.066
H 14.216 4.672 -8.010 0.112
H 13.158 5.993 -3.196 0.070
H 12.360 8.610 -7.322 0.078
H 11.140 6.938 -4.373 0.089
H 13.009 4.138 -3.434 0.098
H 12.166 3.389 -7.852 0.100
H 13.459 3.417 -5.864 0.117
H 11.189 4.677 -7.460 0.097
```

## x
C22H19B3F9HgNO28PS | ωB97M-V/def2-TZVPD

Properties
Lowest unoccupied orbital energy, eV: 4.57
Charge: -3
Frontier orbital gap, eV: 6.43

```
85
Properties=species:S:1:pos:R:3:lowdin_charge:R:1
Hg -0.666 0.404 -0.724 1.345
S -2.630 1.739 2.246 0.515
P -1.737 3.094 -2.103 0.142
F -0.747 4.361 -2.120 -0.150
F -1.628 3.005 4.345 0.195
F -0.624 2.274 -2.857 -0.166
F -2.782 3.992 -1.193 -0.148
F -2.464 3.379 -3.514 -0.140
F -2.512 1.721 -1.848 -0.162
F -0.444 1.283 3.780 0.122
F -1.013 2.756 -0.674 -0.224
F -2.260 1.067 4.878 0.154
O -3.882 1.054 2.452 -0.317
O 2.241 2.444 2.442 0.244
O 3.519 -2.328 6.542 0.125
O 1.964 -2.530 4.985 0.215
O -4.521 -4.652 0.337 0.244
O -2.660 -0.858 -0.907 0.040
O -0.305 4.441 1.126 0.143
O -0.422 -2.504 4.379 0.271
O 2.038 3.327 4.658 0.217
O 2.263 0.464 6.715 0.078
O -5.048 -6.852 0.600 0.076
O 0.985 -1.380 2.957 0.274
O -5.252 -0.386 0.635 0.137
O -1.838 1.075 1.221 -0.399
O -2.167 -2.648 2.869 0.116
O -5.569 -4.345 -1.791 0.191
O -5.616 -2.519 0.008 0.207
O 5.295 4.497 5.055 0.111
O 0.771 -1.373 -1.572 -0.054
O 0.749 1.662 0.881 0.002
O 0.778 -0.539 5.190 0.199
O -3.565 -2.959 -1.064 0.230
O -0.315 -1.119 1.174 0.045
O 1.325 4.519 2.725 0.234
O 3.796 4.109 3.296 0.169
O -2.811 3.125 1.813 -0.323
O -6.051 -6.615 -2.167 0.063
O 3.024 3.403 6.697 0.099
N 1.052 -0.486 -2.592 -0.121
C -1.685 1.796 3.955 -0.675
C 2.677 0.955 -1.254 -0.037
C -0.895 -1.152 -3.915 -0.060
C 2.580 -1.890 5.948 -0.410
C -3.532 -1.698 -0.663 -0.278
C -5.062 -5.773 -0.023 -0.383
C 0.554 -0.991 -3.950 -0.465
C 2.375 0.517 -5.087 -0.182
C -0.986 -2.374 3.216 -0.333
C 1.246 -2.348 -4.328 -0.026
C 2.784 1.034 -3.721 -0.127
C 0.876 0.055 -5.082 -0.109
C 4.209 4.151 4.647 -0.308
C 1.858 -0.499 5.984 -0.282
C -0.087 -1.556 2.307 -0.380
C 3.464 -1.056 -2.439 -0.045
C -5.660 -5.651 -1.462 -0.323
C 1.304 2.585 1.515 -0.287
C 0.669 3.980 1.709 -0.339
C 3.044 3.560 5.477 -0.379
C 2.450 0.087 -2.505 -0.443
C -4.878 -1.441 0.127 -0.343
B 0.832 -1.791 4.365 -0.842
B -4.832 -3.615 -0.676 -0.774
B 2.371 3.655 3.238 -0.893
H 0.493 -2.950 -4.837 0.077
H 0.708 -0.276 -6.107 0.116
H -1.173 -1.851 -3.126 0.088
H 2.084 1.869 -1.250 0.083
H 3.870 1.115 -3.771 0.107
H 1.504 -1.966 -1.755 0.076
H 3.729 1.194 -1.102 0.098
H 2.896 -0.395 -5.377 0.087
H 3.439 -1.550 -1.468 0.094
H -1.511 -0.285 -3.677 0.089
H 2.398 0.485 -0.311 0.076
H 2.579 1.265 -5.853 0.106
H 2.059 -2.361 -5.054 0.072
H 4.478 -0.691 -2.606 0.088
H -1.249 -1.539 -4.871 0.097
H 0.324 0.970 -4.869 0.109
H 2.521 2.078 -3.552 0.121
H 1.475 -2.947 -3.446 0.075
H 3.430 -1.804 -3.232 0.066
```

The most stable arrangement is x, and the next structure is 0.217 eV less stable.

## w
CH7NO2 | ωB97M-V/def2-TZVPD

Properties
SMILES string: C=N.O.O
Lowest unoccupied orbital energy, eV: 0.73
Charge: 0
Frontier orbital gap, eV: 11.37

```
11
Properties=species:S:1:pos:R:3:lowdin_charge:R:1
O 0.128 -2.905 -1.814 -0.104
O 4.132 -0.021 5.127 -0.030
N -3.213 1.820 -1.483 -0.003
C -2.349 1.582 -2.450 -0.123
H 0.753 -2.215 -2.043 0.017
H 0.114 -3.108 -0.809 0.086
H 3.542 -0.163 4.440 -0.013
H -1.599 2.252 -2.771 0.037
H -3.011 2.824 -1.190 0.046
H -2.319 0.570 -2.812 0.044
H 3.822 -0.636 5.805 0.043
```

## x
CH7NO2 | ωB97M-V/def2-TZVPD

Properties
SMILES string: C=N.O.O
Lowest unoccupied orbital energy, eV: 0.87
Charge: 0
Frontier orbital gap, eV: 11.35

```
11
Properties=species:S:1:pos:R:3:lowdin_charge:R:1
O 1.283 -0.910 0.913 -0.079
O 2.709 2.467 -0.388 -0.056
N -2.466 -0.946 0.286 0.001
C -2.479 -1.065 -0.991 -0.115
H 3.206 3.170 0.027 0.027
H 0.309 -0.826 0.822 0.025
H 3.118 1.612 -0.226 0.029
H -1.534 -1.499 -1.333 0.062
H -3.377 -0.689 0.669 0.032
H 1.638 -0.131 1.347 0.020
H -3.429 -1.066 -1.496 0.056
```

The most stable arrangement is x, and the next structure is 0.289 eV less stable.

## w
C6H12N | ωB97M-V/def2-TZVPD

Properties
Lowest unoccupied orbital energy, eV: -4.18
Charge: +1
Frontier orbital gap, eV: 9.40

```
19
Properties=species:S:1:pos:R:3:lowdin_charge:R:1
N 0.929 0.657 -0.262 0.006
C -3.420 -0.086 -0.823 0.010
C -2.830 -0.753 0.192 -0.073
C 2.411 -1.172 0.800 -0.055
C 1.246 1.986 -0.597 0.014
C 1.464 -0.818 -0.235 -0.094
C 0.171 -0.169 0.204 0.111
H -2.735 -1.824 0.139 0.067
H 2.428 -0.853 1.852 0.118
H -2.639 -0.281 1.064 0.009
H 1.208 1.964 -1.747 0.144
H 3.385 -1.041 0.520 0.062
H -3.560 0.907 -0.908 0.020
H -3.826 -0.549 -1.647 0.036
H 0.367 2.662 -0.333 0.135
H 2.182 2.424 -0.285 0.106
H 1.523 -1.439 -1.136 0.160
H 2.422 -2.232 0.927 0.097
H -0.779 -0.267 0.780 0.126
```

## x
C6H12N | ωB97M-V/def2-TZVPD

Properties
Lowest unoccupied orbital energy, eV: -3.80
Charge: +1
Frontier orbital gap, eV: 10.84

```
19
Properties=species:S:1:pos:R:3:lowdin_charge:R:1
N 1.068 0.810 0.713 0.105
C 2.160 0.468 0.014 -0.198
C -0.554 -0.017 -0.019 -0.386
C -0.449 -1.300 0.850 -0.013
C 2.846 -0.135 -0.745 0.196
C -1.698 0.843 0.387 -0.028
C -0.380 -0.209 -1.456 0.002
H -1.546 1.938 0.032 0.143
H 3.544 -0.388 -1.466 0.046
H 0.539 -1.650 0.694 0.072
H -0.666 0.685 -1.965 0.103
H -1.276 -0.955 -1.396 0.169
H 1.094 0.502 1.699 0.167
H -1.158 -2.038 0.619 0.084
H 1.013 1.846 0.629 0.181
H -2.527 0.420 -0.139 0.104
H 0.432 -0.674 -1.830 0.050
H -1.883 0.820 1.408 0.067
H -0.559 -0.965 1.971 0.135
```

The most stable arrangement is x, and the next structure is 0.869 eV less stable.

## w
C6H12N | ωB97M-V/def2-TZVPD

Properties
SMILES string: C[NH2+][C@H]1[C@@H]2C[C@@]21C
Lowest unoccupied orbital energy, eV: -3.28
Charge: +1
Frontier orbital gap, eV: 10.53

```
19
Properties=species:S:1:pos:R:3:lowdin_charge:R:1
N -1.374 -0.409 -0.508 0.032
C 1.093 -1.045 -0.612 -0.113
C -0.141 -0.797 0.202 -0.130
C 1.117 0.250 0.112 -0.279
C 2.097 -0.805 0.486 -0.020
C -2.457 0.033 0.394 0.010
C 1.151 1.701 -0.157 -0.011
H -2.751 -0.786 1.048 0.112
H -3.324 0.353 -0.180 0.110
H 3.119 -0.648 0.175 0.124
H 2.000 -1.336 1.424 0.111
H -1.134 0.351 -1.158 0.180
H -0.332 -1.340 1.117 0.151
H -2.109 0.862 1.007 0.115
H 1.083 2.266 0.772 0.094
H -1.709 -1.201 -1.071 0.195
H 2.101 1.951 -0.628 0.100
H 1.219 -1.424 -1.603 0.140
H 0.352 2.024 -0.823 0.078
```

## x
C6H12N | ωB97M-V/def2-TZVPD

Properties
Lowest unoccupied orbital energy, eV: -5.31
Charge: +1
Frontier orbital gap, eV: 7.78

```
19
Properties=species:S:1:pos:R:3:lowdin_charge:R:1
N 1.411 1.002 0.494 0.072
C -0.741 -0.007 -1.327 -0.029
C -1.435 0.878 1.038 -0.021
C -0.585 -1.504 0.661 0.029
C -0.898 -0.148 0.108 -0.228
C 2.777 -0.374 -1.228 0.130
C 2.249 0.254 -0.299 -0.237
H -1.783 0.061 -1.825 0.170
H 1.493 2.002 0.415 0.126
H -0.264 0.939 -1.605 0.114
H -0.247 -0.844 -1.738 0.078
H 2.992 -1.008 -2.093 0.055
H -0.908 -2.320 -0.059 0.151
H -2.446 0.544 1.198 0.118
H -1.095 0.801 2.026 0.082
H 1.397 0.760 1.428 0.079
H -1.577 1.953 0.755 0.129
H -0.793 -1.638 1.684 0.091
H 0.451 -1.351 0.368 0.091
```

## y
C6H12N | ωB97M-V/def2-TZVPD

Properties
Lowest unoccupied orbital energy, eV: -6.92
Charge: +1
Frontier orbital gap, eV: 4.24

```
19
Properties=species:S:1:pos:R:3:lowdin_charge:R:1
N -2.993 0.540 -0.556 -0.097
C 1.357 -0.728 -0.179 -0.308
C -4.228 0.219 -0.096 -0.102
C 2.133 -0.415 1.011 0.169
C 1.745 -1.458 -1.352 0.228
C -0.042 -0.228 -0.116 -0.094
C 2.424 1.101 1.223 -0.025
H 3.003 1.673 0.420 0.145
H -0.522 -0.022 -1.077 0.074
H 1.520 1.667 1.288 0.067
H -0.201 0.754 0.375 0.087
H 2.652 -2.184 -1.377 0.127
H 1.336 -1.163 -2.285 0.078
H -4.944 0.902 0.365 0.073
H 3.047 1.342 2.119 0.101
H -0.762 -0.939 0.325 0.103
H 2.814 -1.136 1.516 0.147
H -3.771 0.891 -1.394 0.158
H -4.568 -0.815 -0.209 0.070
```

## z
C6H12N | ωB97M-V/def2-TZVPD

Properties
Lowest unoccupied orbital energy, eV: -3.48
Charge: +1
Frontier orbital gap, eV: 10.79

```
19
Properties=species:S:1:pos:R:3:lowdin_charge:R:1
N -0.898 -0.139 -0.111 0.200
C -0.101 -0.632 -2.571 0.167
C 0.044 2.630 1.411 -0.044
C -0.186 -0.653 -1.256 -0.176
C 1.149 2.344 0.753 -0.046
C 0.164 -1.134 0.082 -0.231
C -0.150 -2.471 0.670 0.019
H -1.099 -2.820 0.283 0.105
H 1.056 -0.754 0.491 0.134
H -0.138 -2.110 1.644 0.075
H -0.658 1.805 1.554 0.039
H -0.735 0.123 -3.065 0.099
H -1.875 -0.473 0.078 0.222
H -0.269 3.631 1.667 0.070
H 0.311 -1.317 -3.267 0.083
H 0.717 -3.083 0.489 0.107
H -0.706 0.780 0.187 0.077
H 1.992 2.967 0.492 0.067
H 1.381 1.305 0.470 0.033
```

The most stable arrangement is w, and the next structure is 1.606 eV less stable.